1.
ORCA calculation (the ωB97M-V functional and the def2-TZVPD basis) on a structure of composition C24H42Cl3FeN4O3Si.

Results
- <S²>: 8.76
- Highest occupied orbital energy (alpha / beta): -8.10 / -8.03 eV
- Multiplicity: 6
- Energy above the lowest of the compared OMol25 structures with the same formula, charge and spin: 38.8 kJ/mol
- Net charge: 0
- LUMO (alpha / beta): 0.012 / -0.012 hartree
- Calculated total energy: -117509.58289 eV

Structure (XYZ):
```
78
Properties=species:S:1:pos:R:3:lowdin_charge:R:1
C -2.901 -1.711 -1.189 -0.0461
C -3.238 -0.259 -1.321 -0.2357
H -3.710 -2.270 -0.704 0.0647
H -1.977 -1.834 -0.595 0.0278
H -2.713 -2.152 -2.184 0.0962
C -4.445 0.291 -1.125 -0.1203
C -5.685 -0.454 -0.753 -0.1016
H -4.583 1.370 -1.241 0.1045
H -5.515 -1.522 -0.569 0.0596
H -6.436 -0.361 -1.550 0.0752
H -6.144 -0.022 0.149 0.0688
Fe 0.634 0.200 -0.162 0.5303
Cl 1.245 -0.035 -2.364 0.1074
Cl 0.431 -1.972 0.620 0.1087
H 6.083 1.149 0.789 0.0949
H 6.417 -1.024 -0.581 0.0946
C 5.239 0.658 1.291 -0.0152
C 5.561 -1.431 -0.028 -0.0289
N 4.674 -0.354 0.400 -0.1682
H 4.474 1.393 1.554 0.0937
C 3.402 -0.333 0.027 -0.2995
O 2.565 0.523 0.454 -0.1690
H 4.979 -2.096 -0.673 0.0949
H 3.082 -1.096 -0.698 0.0890
H 5.628 0.171 2.194 0.0971
H 5.936 -1.986 0.842 0.0967
H -2.769 -0.717 1.634 0.0902
H -3.929 1.568 1.614 0.0870
C -2.108 -0.373 2.442 -0.0417
C -3.294 1.794 2.488 -0.0450
N -2.026 1.079 2.412 -0.1693
H -1.113 -0.802 2.302 0.0182
C -0.860 1.733 2.235 -0.3077
O 0.225 1.187 1.974 -0.0756
H -3.088 2.872 2.522 0.0866
H -0.950 2.838 2.345 0.1365
H -2.537 -0.692 3.402 0.0961
H -3.842 1.494 3.395 0.0916
O -1.287 0.624 -0.454 -0.2976
C -2.021 0.614 -1.609 -0.4143
C -2.593 3.101 -1.318 -0.0686
C -2.349 2.023 -2.165 -0.1675
H -2.539 2.928 -0.237 0.0987
C -2.896 4.367 -1.848 -0.0901
H -1.430 0.112 -2.393 0.0868
C -2.483 2.200 -3.549 -0.0260
H -3.016 5.207 -1.163 0.0968
C -3.049 4.544 -3.229 -0.1036
C -2.869 3.442 -4.076 -0.0878
H -2.311 1.330 -4.194 0.1200
H -3.315 5.526 -3.638 0.0975
H -3.014 3.551 -5.154 0.0977
Si 1.515 -6.268 2.169 0.1209
Cl -0.548 -6.500 1.823 0.2673
C 1.615 -5.378 3.806 -0.2246
C 1.983 -5.319 0.645 -0.2457
C 2.455 -7.905 2.295 -0.2132
H 0.964 -4.495 3.797 0.0296
H 2.644 -5.059 4.012 0.0302
H 1.288 -6.033 4.626 0.0331
H 2.126 -8.498 3.162 0.0292
H 3.535 -7.709 2.414 0.0326
H 2.322 -8.517 1.390 0.0289
H 1.364 -4.415 0.556 -0.0525
H 1.817 -5.936 -0.247 0.0366
H 3.035 -5.021 0.677 0.0253
C 3.016 5.010 -2.393 -0.0256
N 2.049 4.247 -1.625 -0.1321
C 1.035 4.785 -0.860 -0.0583
C 0.385 3.725 -0.271 -0.1167
N 0.986 2.557 -0.681 0.0085
C 1.991 2.885 -1.482 -0.1714
H 2.516 5.604 -3.170 0.0947
H 3.577 5.698 -1.746 0.0926
H 3.717 4.323 -2.870 0.0892
H 0.863 5.853 -0.772 0.1187
H -0.457 3.747 0.421 0.0872
H 2.665 2.225 -1.993 0.0874
```

=====

2.
ORCA calculation (the ωB97M-V functional and the def2-TZVPD basis) on a structure of composition C24H42Cl3N4O3PbSi.

Results
- Highest occupied orbital energy: -1.30 eV
- Energy above the lowest of the compared OMol25 structures with the same formula, charge and spin: 390.5 kJ/mol
- Net charge: -1
- LUMO: 0.081 hartree
- Calculated total energy: -88368.08906 eV

Structure (XYZ):
```
78
Properties=species:S:1:pos:R:3:lowdin_charge:R:1
C -2.036 -2.173 -3.962 -0.0376
C -1.229 -2.752 -2.804 -0.4263
H -2.590 -2.955 -4.511 0.0652
H -1.345 -1.665 -4.663 0.0741
H -2.794 -1.465 -3.588 0.0664
C -0.968 -4.129 -2.759 -0.2358
C -1.053 -5.081 -3.883 -0.2286
H -0.954 -4.598 -1.784 0.0408
H -0.500 -4.807 -4.795 0.0480
H -2.096 -5.260 -4.184 0.0318
H -0.665 -6.061 -3.571 0.0484
Pb 1.035 1.556 1.231 0.8807
Cl -1.632 0.798 0.850 -0.0557
Cl 2.731 3.480 0.614 -0.3381
H 0.521 6.849 4.505 0.0889
H -1.922 7.280 3.602 0.0875
C 0.727 6.338 3.553 -0.0341
C -1.543 6.815 2.682 -0.0571
N -0.515 5.832 2.982 -0.1903
H 1.413 5.504 3.707 0.0887
C -0.699 4.524 2.726 -0.3000
O 0.153 3.633 2.898 -0.1532
H -2.365 6.307 2.175 0.0845
H -1.707 4.287 2.344 0.1441
H 1.182 7.066 2.865 0.0942
H -1.141 7.604 2.034 0.0899
H 2.675 -0.732 -3.097 0.0779
H 2.245 -3.629 -2.383 0.0827
C 3.461 -0.902 -2.346 -0.0747
C 3.148 -3.296 -1.841 -0.0589
N 3.027 -1.915 -1.389 -0.1662
H 3.682 0.030 -1.822 0.0768
C 2.747 -1.621 -0.100 -0.3197
O 2.720 -0.475 0.385 -0.2072
H 3.302 -3.956 -0.974 0.0881
H 2.552 -2.522 0.524 0.1310
H 4.349 -1.293 -2.860 0.0798
H 4.003 -3.371 -2.528 0.0803
O -0.187 -1.742 -2.356 -0.1693
C -1.209 -1.941 -1.428 -0.2686
C 0.089 -3.587 0.021 -0.0695
C -0.947 -2.646 -0.147 -0.1557
H 0.730 -3.834 -0.834 0.0822
C 0.245 -4.291 1.218 -0.1017
H -1.865 -1.063 -1.407 0.1029
C -1.810 -2.440 0.949 -0.0785
H 1.069 -5.010 1.329 0.0970
C -0.659 -4.096 2.267 -0.1478
C -1.667 -3.142 2.138 -0.1227
H -2.591 -1.695 0.848 0.0589
H -0.560 -4.660 3.204 0.0871
H -2.372 -2.964 2.952 0.0903
Si -0.102 2.283 -2.605 0.2914
Cl 0.895 0.728 -1.385 0.3611
C 1.343 3.436 -2.982 -0.2260
C -1.197 3.165 -1.363 -0.2614
C -0.993 1.607 -4.079 -0.1919
H 1.960 3.608 -2.080 -0.0239
H 0.976 4.411 -3.345 0.0292
H 1.995 3.013 -3.761 0.0256
H -0.315 1.095 -4.776 0.0385
H -1.441 2.473 -4.600 0.0361
H -1.801 0.911 -3.802 0.0300
H -1.879 2.464 -0.849 -0.0637
H -1.803 3.926 -1.881 0.0292
H -0.594 3.659 -0.581 0.0150
C -1.548 0.817 4.139 -0.0570
C -0.428 -0.125 4.047 -0.4100
N 0.735 -0.002 3.407 -0.0202
C 1.409 -1.208 3.556 -0.1297
C 0.657 -2.047 4.344 -0.1168
N -0.495 -1.352 4.638 0.0874
H -2.190 0.531 4.982 0.0776
H -1.158 1.832 4.264 0.0682
H -2.129 0.785 3.202 -0.0075
H 2.372 -1.389 3.110 0.0938
H 0.843 -3.069 4.650 0.1022
H -1.295 -1.683 5.163 0.1519
```

=====

3.
ORCA calculation (the ωB97M-V functional and the def2-TZVPD basis) on a cluster of 10 separate species, C24H42Cl6F2O21 in total.

Results
- <S²>: 0.76
- Highest occupied orbital energy (alpha / beta): -12.34 / -12.34 eV
- Multiplicity: 2
- Net charge: +1
- LUMO (alpha / beta): -0.143 / -0.356 hartree
- Calculated total energy: -149123.99585 eV

Structure (XYZ):
```
95
Properties=species:S:1:pos:R:3:lowdin_charge:R:1
C 3.225 3.771 3.893 -0.0765
O 3.171 2.696 4.768 -0.0165
C 1.984 2.067 5.071 -0.5179
O 0.848 2.449 4.791 0.1006
O 2.266 1.028 5.911 -0.0379
C 1.114 0.427 6.568 -0.0250
H 2.274 4.288 3.767 0.0994
H 3.675 3.484 2.943 0.0785
H 3.914 4.559 4.196 0.0970
H 0.372 0.279 5.782 0.0738
H 0.639 1.048 7.327 0.1013
H 1.338 -0.519 7.060 0.0915
C -4.033 -4.985 -4.025 -0.0265
O -2.908 -4.113 -4.230 0.0207
C -2.438 -3.357 -3.227 -0.6083
O -2.982 -2.975 -2.230 0.1182
O -1.274 -2.950 -3.651 0.0235
C -0.406 -2.114 -2.928 -0.0359
H -4.707 -4.697 -3.219 0.0891
H -3.690 -5.969 -3.705 0.0921
H -4.669 -5.112 -4.902 0.0991
H -0.476 -2.324 -1.860 0.0617
H -0.373 -1.044 -3.130 0.0533
H 0.568 -2.574 -3.092 0.1037
C 2.118 -2.981 0.541 -0.0418
O 0.809 -3.443 0.449 0.0610
C 0.511 -4.551 -0.320 -0.3362
O 1.343 -5.294 -0.926 0.4319
O -0.776 -4.906 -0.231 0.0768
C -1.824 -4.125 0.390 0.0250
H 2.601 -3.390 1.429 0.1151
H 2.054 -1.907 0.718 0.0604
H 2.724 -3.063 -0.361 0.1196
H -1.737 -4.009 1.470 0.1127
H -2.800 -4.529 0.122 0.1179
H -1.789 -3.082 0.073 0.0897
C -0.032 -0.438 2.374 -0.0523
O 0.796 0.388 1.586 0.0023
C 0.572 0.363 0.290 -0.6484
O -0.302 -0.260 -0.250 0.1006
O 1.455 1.110 -0.309 -0.0130
C 1.596 1.132 -1.714 -0.0483
H 0.628 -1.248 2.686 0.0684
H -0.865 -0.960 1.904 0.0878
H -0.338 0.165 3.229 0.0910
H 1.973 2.085 -2.088 0.0445
H 0.625 0.998 -2.191 0.0672
H 2.322 0.370 -1.998 0.1083
C -1.677 -2.326 7.101 -0.0179
O -2.649 -1.355 6.630 0.0338
C -2.672 -1.136 5.332 -0.6125
O -1.853 -1.536 4.543 0.0911
O -3.854 -0.686 4.938 0.0167
C -4.168 -0.456 3.587 -0.0448
H -0.993 -1.861 7.811 0.0888
H -1.148 -2.952 6.383 0.0948
H -2.228 -3.043 7.711 0.0937
H -4.012 -1.332 2.959 0.0899
H -3.623 0.362 3.117 0.0955
H -5.219 -0.164 3.592 0.1014
C -3.288 0.297 -2.018 -0.0281
C -3.912 1.461 -1.246 -0.3325
O -3.725 2.486 -2.226 0.1239
C -3.793 1.971 -3.467 -0.5846
O -4.021 2.596 -4.459 0.1736
O -3.718 0.652 -3.344 0.0638
F -3.282 1.670 -0.130 0.1241
H -3.766 -0.667 -1.844 0.1250
H -2.206 0.221 -1.908 0.1180
H -4.988 1.446 -1.070 0.1776
C 3.582 4.191 -5.317 -0.0595
C 3.298 3.952 -3.822 -0.3562
O 3.578 2.580 -3.720 0.1077
C 3.331 2.024 -4.896 -0.5418
O 3.409 0.828 -5.169 0.1098
O 3.060 2.993 -5.843 0.0567
F 2.004 4.183 -3.587 0.0617
H 4.640 4.270 -5.569 0.1435
H 3.059 5.046 -5.746 0.1463
H 4.012 4.466 -3.178 0.1230
C 4.099 0.324 2.289 -0.9924
Cl 3.507 -0.903 3.393 0.5904
Cl 4.574 -0.433 0.752 0.5477
H 3.359 1.099 2.088 0.0192
H 4.984 0.783 2.730 0.0376
C 1.895 5.472 -0.524 -0.9134
Cl 0.553 4.327 -0.916 0.5455
Cl 3.455 4.601 -0.603 0.5495
H 1.846 6.288 -1.246 0.0348
H 1.761 5.894 0.472 0.0286
C -0.576 0.088 -6.510 -1.0635
Cl 0.704 -0.687 -7.367 0.5743
Cl 0.016 0.899 -5.085 0.5894
H -1.058 0.868 -7.099 0.0352
H -1.397 -0.589 -6.274 0.0360
```

=====

> Which value of net charge does entry 3 give?

+1